[1]
Computed, not measured: an isolated molecule of C6H9N at a distorted geometry, with ωB97M-V/def2-TZVPD.

```
! wB97M-V def2-TZVPD RIJCOSX def2/J DEFGRID3
* xyz 0 1
H -1.71990 -0.57828 0.06475
N -2.05655 -1.13939 -1.00803
C -1.04804 -1.21595 -1.71835
C 0.40530 -0.71395 -1.26890
C 0.66252 -0.11361 -0.13649
C 1.93540 0.15305 0.57692
C -0.68244 0.22890 0.93547
C -1.11179 1.48652 1.02674
H -1.09360 -1.32144 -2.80024
H 1.17015 -1.10747 -1.92328
H 2.78609 -0.02780 -0.08030
H 2.03113 -0.49687 1.45449
H 1.95604 1.18737 0.93475
H -0.57418 -0.37080 1.83371
H -1.20716 2.11228 0.15114
H -1.45295 1.91745 1.95762
*
```

For the total energy, the calculation gives -7853.9877 eV.

Atomic charges from the Mulliken analysis, expressed in e, are listed below: 0.443 -0.715 -0.103 -0.518 0.680 -1.214 -0.632 -0.512 0.352 0.348 0.359 0.288 0.313 0.358 0.267 0.286

[2]
Computed, not measured: a structure of composition C6H9N at a distorted geometry, with ωB97M-V/def2-TZVPD.

```
! wB97M-V def2-TZVPD RIJCOSX def2/J DEFGRID3
* xyz 0 1
C -2.12532 -1.31765 2.63933
C -1.51410 -0.94083 1.37413
C -0.89771 -0.66239 0.37718
C 0.06590 -0.37964 -0.61231
C 0.85940 0.73161 -0.47920
C 2.00994 0.83223 -1.38947
N 0.97206 1.29654 -2.32596
H -1.40853 -1.21383 3.46315
H -2.44389 -2.36359 2.60795
H -2.99772 -0.69988 2.86823
H 0.17480 0.62032 -2.29228
H 0.57797 -1.24617 -1.02708
H 0.60639 1.61388 0.10711
H 2.45381 -0.12924 -1.68851
H 2.80736 1.56796 -1.20249
H 0.85963 2.29068 -2.41978
*
```

For the total energy, the calculation gives -7853.6021 eV.

Atomic charges from the Mulliken analysis, expressed in e, are listed below: -1.235 0.872 -0.330 -0.933 -0.051 -0.341 -0.618 0.269 0.284 0.291 0.413 0.302 0.328 0.193 0.299 0.258

[3]
Computed, not measured: an isolated molecule of C6H9N, with ωB97M-V/def2-TZVPD.

```
! wB97M-V def2-TZVPD RIJCOSX def2/J DEFGRID3
* xyz 0 1
C 0.78086 -0.56062 -1.24270
C 0.78867 1.20168 0.28458
C -0.18462 0.14087 -0.23816
C -1.40960 0.61801 -1.01589
C -0.48509 -0.75219 0.94490
C 0.32696 -0.39377 1.93571
N 1.08492 0.73286 1.49407
H 0.99421 0.14152 -2.05249
H 0.34336 -1.47346 -1.66374
H 1.72930 -0.81215 -0.76014
H -1.89340 -0.23602 -1.50781
H -1.11402 1.32615 -1.79625
H -2.15202 1.09789 -0.37407
H -1.25782 -1.50865 0.99639
H 0.44233 -0.78052 2.94110
H 1.83520 1.11699 2.05278
*
```

For the total energy, the calculation gives -7855.6896 eV.

Atomic charges from the Mulliken analysis, expressed in e, are listed below: -1.489 -0.803 1.964 -1.677 -0.843 -0.452 0.048 0.372 0.366 0.379 0.363 0.389 0.377 0.355 0.438 0.213

[4]
Computed, not measured: an isolated molecule of C6H9N at a distorted geometry, with ωB97M-V/def2-TZVPD.

```
! wB97M-V def2-TZVPD RIJCOSX def2/J DEFGRID3
* xyz 0 1
H 1.13758 1.86418 0.57458
N 1.04887 1.68207 -0.44161
C 0.07239 0.91483 -0.69487
C -0.21861 0.41879 -2.07910
C -1.04381 0.56770 0.77601
C -0.29327 0.52876 1.98014
C -0.39812 -0.58318 1.17769
C 0.37795 -1.77562 0.81660
H 0.45940 0.86521 -2.81402
H -0.11733 -0.66854 -2.11848
H -1.24613 0.67193 -2.35364
H -2.07372 0.79647 0.55401
H 0.58072 1.00615 2.40158
H 0.18440 -2.55672 1.55994
H 1.45141 -1.57272 0.82090
H 0.07828 -2.15932 -0.15973
*
```

For the total energy, the calculation gives -7853.2694 eV.

Atomic charges from the Mulliken analysis, expressed in e, are listed below: 0.237 -0.691 0.478 -1.028 -0.049 -0.827 0.587 -1.122 0.323 0.215 0.282 0.366 0.294 0.360 0.291 0.284

[5]
Computed, not measured: a structure of composition C6H9N at a distorted geometry, with ωB97M-V/def2-TZVPD.

```
! wB97M-V def2-TZVPD RIJCOSX def2/J DEFGRID3
* xyz 0 1
C 1.88077 0.42237 0.08158
N 0.93673 -0.58498 -0.40196
C 0.03826 -1.13362 0.59911
C -1.02829 -0.11400 0.81837
C -0.96558 0.93215 -0.26755
C -0.28229 -0.13269 -1.13238
C -1.08180 -1.24674 -0.36941
H 1.44937 1.19733 0.73900
H 2.35353 0.92203 -0.77151
H 2.67147 -0.08315 0.64844
H 0.34984 -1.84217 1.35729
H -1.62704 -0.09250 1.72546
H -0.44940 1.86482 -0.04413
H -1.95657 1.14605 -0.69195
H -0.15539 0.00532 -2.20965
H -2.13360 -1.26023 -0.08070
*
```

For the total energy, the calculation gives -7853.6968 eV.

Atomic charges from the Mulliken analysis, expressed in e, are listed below: -0.858 -0.131 -0.611 -0.077 -0.732 -0.258 -0.558 0.299 0.290 0.321 0.414 0.459 0.288 0.291 0.435 0.429

[6]
Computed, not measured: an isolated molecule of C6H9N at a distorted geometry, with ωB97M-V/def2-TZVPD.

```
! wB97M-V def2-TZVPD RIJCOSX def2/J DEFGRID3
* xyz 0 1
C -0.04026 -2.71779 -1.19460
C -0.39357 -1.58051 -0.53681
C -0.12665 -0.64358 0.44596
C 0.28623 -0.09682 1.64727
C 0.14006 1.29128 2.03048
N -0.85258 -0.23905 -0.72994
C -0.48926 0.56327 -1.85260
H -0.18811 -2.88110 -2.21460
H 0.65779 -3.43172 -0.74043
H 0.98700 -0.80190 2.27158
H 0.37948 1.46092 3.07177
H -0.88971 1.60904 1.63992
H 0.94089 1.82129 1.43877
H 0.68824 0.69519 -2.02862
H -0.82335 -0.05626 -2.68085
H -0.63766 1.63398 -1.86256
*
```

For the total energy, the calculation gives -7853.6215 eV.

Atomic charges from the Mulliken analysis, expressed in e, are listed below: -0.873 0.224 0.325 -0.154 -0.919 -0.278 -0.750 0.286 0.240 0.227 0.341 0.267 0.212 0.231 0.302 0.319